(1)
The following is a quantum chemistry calculation of a 2-piece molecular cluster, C4H10S overall, from the OMol25 dataset.

```
15
Properties=species:S:1:pos:R:3
S 0.456 2.794 3.107
C -0.678 -5.179 -6.179
C 0.926 2.751 1.394
C -1.581 -4.535 -5.417
C 0.247 1.048 3.512
H 1.224 0.624 3.752
H -0.217 -4.703 -7.041
H -0.332 -6.189 -5.993
H -1.754 -3.506 -5.671
H 0.007 2.908 0.864
H -1.855 -4.952 -4.456
H 1.535 3.634 1.014
H -0.582 0.810 4.168
H -0.069 0.748 2.481
H 1.500 1.860 1.139
```

Properties
spin multiplicity	1
E_HOMO	-0.30699	Eh
Kohn-Sham gap	0.34931	hartree
SMILES	C=C.CSC

(2)
The following is a quantum chemistry calculation of a 2-piece molecular cluster, C4H10S overall, from the OMol25 dataset.

```
15
Properties=species:S:1:pos:R:3
S -2.532 -0.847 0.361
C -1.023 -0.014 -0.319
C 3.915 -0.103 0.112
C -3.877 0.010 -0.576
C 3.396 0.189 1.308
H 4.959 -0.309 -0.069
H 2.337 0.380 1.310
H -4.759 -0.547 -0.283
H -0.971 -0.276 -1.372
H -3.858 1.030 -0.224
H -0.200 -0.453 0.235
H -3.705 -0.167 -1.631
H 3.278 -0.193 -0.761
H 4.125 0.238 2.103
H -1.084 1.062 -0.191
```

Properties
spin multiplicity	1
E_HOMO	-0.31314	Eh
Kohn-Sham gap	0.35016	hartree
SMILES	C=C.CSC

Least stable = (1)

(1)
The following is a quantum chemistry calculation of a 2-piece molecular cluster, C4H10S overall, from the OMol25 dataset.

```
15
Properties=species:S:1:pos:R:3
S -2.671 0.113 -0.987
C -4.122 -1.707 -2.657
C 7.137 1.138 3.325
C 6.431 1.169 4.443
C -3.023 -0.680 -2.634
H -4.572 -1.813 -3.643
H -2.015 -0.853 -3.024
H -3.690 -2.708 -2.546
H 7.508 0.191 2.985
H 6.196 0.222 4.914
H 6.026 2.003 5.005
H 7.373 1.928 2.619
H -4.927 -1.599 -1.934
H -3.278 0.202 -3.219
H -3.670 0.827 -0.495
```

Properties
spin multiplicity	1
E_HOMO	-0.32954	Eh
Kohn-Sham gap	0.36897	hartree
SMILES	C=C.CCS

(2)
The following is a quantum chemistry calculation of one molecule with the formula C4H10S, from the OMol25 dataset.

```
15
Properties=species:S:1:pos:R:3
S -0.519 1.938 -0.522
C -0.242 0.028 -0.059
C -0.380 0.333 1.401
C -1.006 -1.182 -0.640
C 1.333 0.115 -0.322
H -2.075 -0.793 -0.447
H 0.336 1.901 -1.705
H -1.338 0.417 1.638
H 0.207 1.147 1.752
H 1.449 0.139 -1.370
H 2.176 0.835 0.181
H 1.558 -1.053 -0.279
H -0.702 -1.142 -1.654
H -0.268 -0.581 2.163
H -0.530 -2.101 -0.137
```

Properties
spin multiplicity	1
E_HOMO	-0.31944	Eh
Kohn-Sham gap	0.34754	hartree
SMILES	CC(C)(C)S

Least stable = (2)

(1)
The following is a quantum chemistry calculation of C40H47AuClN3O2Sb as an isolated structure, from the OMol25 dataset.

```
95
Properties=species:S:1:pos:R:3
Au -0.451 0.706 -0.840
Sb -0.617 -1.670 1.632
Cl 4.330 -0.035 2.242
O 1.905 0.507 0.485
O 2.971 2.188 -0.552
N 0.698 3.712 -0.034
N -0.693 -0.512 -2.500
N -0.998 2.247 0.544
C 0.056 -5.152 -4.187
C -2.190 4.185 2.130
C -1.319 1.218 4.946
C -0.429 -3.411 2.943
C 2.914 1.153 0.152
C -3.705 -3.750 -0.713
C -0.139 -5.633 4.624
C -2.510 -2.305 0.802
C -0.284 -2.810 -3.399
C 3.180 -2.971 -0.891
C -3.080 0.050 -2.728
C 1.612 -4.044 -2.554
C -4.849 -1.897 0.286
C 0.491 -3.963 -3.368
C 0.026 -1.669 -2.621
C -0.429 3.461 0.651
C -1.492 -4.276 3.184
C -3.677 -1.560 0.953
C 0.798 -3.661 3.571
C -4.860 -2.997 -0.555
C -0.754 0.552 3.857
C -1.901 -0.724 -4.762
C -2.589 -1.004 3.945
C 1.962 -2.936 -1.779
C -1.310 -4.290 -0.216
C 0.557 1.035 3.304
C -1.359 -5.378 4.018
C -1.299 1.446 -3.798
C 1.199 -1.789 -1.832
C 0.927 -4.775 4.398
C -3.140 -0.337 5.029
C -2.139 2.004 1.216
C -1.714 0.011 -3.425
C 4.291 0.596 0.562
C -1.418 -0.564 3.331
C 1.966 -2.731 3.388
C -2.504 0.792 5.524
C -2.527 -3.426 -0.044
C -2.771 2.919 2.019
C -1.035 4.460 1.451
H -2.453 -1.655 -4.652
H -3.086 -1.892 3.570
H 1.166 4.576 0.173
H -0.035 -4.894 -5.244
H -3.385 -0.958 -2.441
H 2.920 -2.750 0.147
H 3.909 -2.221 -1.207
H -0.810 2.088 5.346
H 2.864 -3.121 3.868
H -0.332 1.432 -4.303
H -5.761 -3.269 -1.092
H 2.195 -2.548 2.336
H 5.056 1.361 0.490
H -3.034 0.660 -1.823
H -1.177 -2.855 -3.998
H -2.448 -4.095 2.703
H -1.034 -4.776 0.721
H 3.668 -3.946 -0.927
H 1.754 -1.755 3.833
H -4.054 -0.700 5.483
H -3.691 -0.707 1.620
H -2.203 -6.035 4.186
H 1.325 2.961 -0.373
H -2.545 1.012 1.079
H -3.841 0.471 -3.392
H 0.485 1.293 2.249
H -3.674 2.647 2.545
H 1.882 -4.968 4.873
H -0.562 5.431 1.519
H 0.770 -5.973 -4.099
H -0.450 -3.705 -0.549
H -1.202 2.061 -2.902
H -1.483 -5.065 -0.962
H 4.540 -0.245 -0.082
H 1.333 0.269 3.346
H -0.919 -5.521 -3.858
H 0.914 1.904 3.858
H -3.710 -4.613 -1.370
H -2.921 1.331 6.367
H 1.489 -0.945 -1.215
H -5.740 -1.297 0.421
H -0.950 -0.922 -5.258
H -2.646 4.947 2.750
H -2.039 1.906 -4.459
H -0.014 -6.494 5.268
H 2.203 -4.952 -2.517
H -2.497 -0.081 -5.413
```

Properties
spin multiplicity	1
net charge	-1
E_HOMO	-0.13919	Eh
Kohn-Sham gap	0.23364	hartree

(2)
The following is a quantum chemistry calculation of C40H47AuClN3O2Sb as an isolated structure, from the OMol25 dataset.

```
95
Properties=species:S:1:pos:R:3
Au -0.078 -1.830 0.403
Sb -1.078 1.592 -0.058
Cl -1.858 -4.583 1.059
O -2.127 -1.426 0.393
O -4.307 -1.839 0.465
N 1.963 -1.991 0.127
N -0.341 -3.942 4.422
N -0.780 -1.825 3.683
C 1.456 3.600 0.613
C 2.234 -0.204 1.759
C 0.172 4.385 0.529
C 2.479 -2.599 2.429
C -3.091 1.461 -0.787
C 2.991 -3.423 -3.725
C -2.173 5.897 0.390
C -0.967 6.520 0.670
C -4.168 1.505 0.101
C 4.269 -1.432 1.193
C -5.457 1.308 -0.388
C 0.987 0.693 -2.037
C -0.899 -0.516 3.894
C 0.527 -3.677 -4.205
C 1.826 0.615 -3.142
C 3.719 -2.624 -1.562
C 5.449 -3.159 -3.276
C -1.147 3.739 -2.931
C 4.004 -3.072 -2.847
C 0.194 5.762 0.737
C 1.670 -3.336 -3.285
C -0.333 -0.743 6.186
C -5.683 1.035 -1.726
C 1.397 -2.897 -2.008
C -3.969 1.669 1.585
C 2.391 -2.482 -1.077
C -0.447 -2.611 4.706
C -3.324 1.155 -2.126
C -2.937 -3.298 1.703
C -1.044 3.755 0.230
C -0.155 2.605 -2.968
C -2.202 4.526 0.173
C 0.690 2.511 -4.073
C -0.689 0.083 5.123
C 2.747 -1.582 1.312
C -4.610 0.946 -2.599
C 1.670 1.533 -4.167
C -3.149 -2.121 0.743
C -0.009 1.667 -1.934
C -0.207 -2.100 5.992
H 1.113 -0.030 -1.239
H 2.573 -0.167 -3.195
H -1.168 0.068 3.018
H 5.539 -3.601 -4.269
H -3.149 4.053 -0.068
H -2.458 -2.929 2.605
H -6.291 1.342 0.303
H 2.306 1.488 -5.043
H -0.795 1.151 5.241
H 4.631 -1.015 2.136
H 5.909 -2.168 -3.306
H -4.771 0.702 -3.642
H -2.046 3.482 -2.376
H 2.971 -2.304 3.361
H -0.552 -4.252 3.487
H -0.171 -4.617 5.141
H -0.708 4.617 -2.451
H -3.894 -3.760 1.911
H 4.568 -2.376 -0.959
H 4.552 -0.745 0.396
H 0.074 -2.762 6.802
H -1.439 4.019 -3.945
H 2.756 0.130 2.660
H -0.151 -0.323 7.169
H 1.376 2.792 1.345
H 1.407 -2.675 2.608
H -6.693 0.870 -2.081
H 0.878 -4.201 -5.095
H 2.398 0.527 0.963
H -2.486 1.069 -2.809
H 1.699 3.139 -0.348
H 0.012 -2.768 -4.530
H 1.139 6.247 0.957
H -0.210 -4.305 -3.702
H -3.840 0.685 2.046
H -0.927 7.590 0.836
H 0.571 3.228 -4.880
H -3.090 2.270 1.827
H 6.030 -3.766 -2.579
H -3.088 6.475 0.334
H 4.771 -2.388 1.051
H 0.357 -2.844 -1.700
H 3.219 -3.767 -4.728
H 1.165 -0.237 1.973
H -4.833 2.147 2.049
H 2.848 -3.584 2.131
H 2.289 4.240 0.903
```

Properties
spin multiplicity	1
net charge	-1
E_HOMO	-0.14390	Eh
Kohn-Sham gap	0.23872	hartree

Least stable = (2)

(1)
The following is a quantum chemistry calculation of a 3-piece molecular cluster, C3H13N4 overall, from the OMol25 dataset.

```
20
Properties=species:S:1:pos:R:3
N 1.004 -0.529 0.773
N -0.594 -0.697 -1.573
N -0.385 0.505 -0.775
N 0.209 -3.279 0.605
C 0.356 0.418 0.276
C 0.346 2.351 1.612
C -0.917 1.783 -1.233
H 0.854 -1.627 0.530
H -0.132 2.463 -1.254
H 0.132 -3.803 -0.281
H 1.717 -0.405 1.416
H -1.342 1.730 -2.260
H -0.518 2.782 1.183
H -1.157 -0.462 -2.401
H -0.705 -3.211 0.871
H 0.882 -3.697 1.294
H 0.247 -1.008 -2.055
H 0.306 1.841 2.581
H 1.246 2.710 1.212
H -1.551 2.135 -0.522
```

Properties
spin multiplicity	1
net charge	+1
E_HOMO	-0.48615	Eh
Kohn-Sham gap	0.34144	hartree

(2)
The following is a quantum chemistry calculation of a 2-piece molecular cluster, C3H13N4 overall, from the OMol25 dataset.

```
20
Properties=species:S:1:pos:R:3
N -1.843 2.931 -0.964
N -1.618 1.065 0.375
N -0.027 1.532 -1.231
N -0.084 -1.142 0.989
C 1.975 -2.550 0.564
C -1.163 1.843 -0.607
C 1.136 -1.323 0.201
H 2.872 -2.611 -0.074
H 1.749 -0.410 0.325
H 0.495 0.696 -0.957
H 2.296 -2.492 1.618
H 0.322 2.129 -1.985
H 0.152 -1.074 1.985
H -1.494 3.528 -1.718
H 1.382 -3.469 0.427
H 0.836 -1.385 -0.863
H -2.490 1.303 0.854
H -1.096 0.229 0.649
H -0.685 -1.969 0.895
H -2.715 3.170 -0.485
```

Properties
spin multiplicity	1
net charge	+1
E_HOMO	-0.50862	Eh
Kohn-Sham gap	0.40420	hartree

Least stable = (1)

(1)
The following is a quantum chemistry calculation of one molecule with the formula C6H6S2, from the OMol25 dataset.

```
14
Properties=species:S:1:pos:R:3
S -2.609 2.590 -0.412
S -4.426 -1.084 0.230
C 0.790 1.527 0.672
C -1.515 1.573 0.043
C -1.636 -1.373 -0.519
C -0.434 -0.609 0.046
C -0.447 0.759 0.264
C -2.871 -0.723 0.064
H 0.633 2.522 1.136
H 1.634 1.000 1.357
H 1.346 1.594 -0.357
H -1.625 -2.427 -0.259
H -1.553 -1.112 -1.512
H 0.339 -1.096 0.498
```

Properties
spin multiplicity	1
E_HOMO (spin up / spin down)	-0.27867 / -0.25293	Eh
Kohn-Sham gap (spin up / spin down)	0.26690 / 0.22217	hartree

(2)
The following is a quantum chemistry calculation of a 2-piece molecular cluster, C6H6S2 overall, from the OMol25 dataset.

```
14
Properties=species:S:1:pos:R:3
S -0.003 -1.259 -0.826
S 0.848 1.679 -0.687
C -2.607 0.308 1.299
C 2.199 -0.370 0.458
C -1.628 -0.411 -1.035
C 3.319 -0.612 0.808
C -2.203 -0.035 0.225
C 0.892 0.020 0.061
H -3.022 0.609 2.216
H -1.461 0.472 -1.660
H -2.251 -1.135 -1.560
H 0.145 0.260 1.377
H 1.485 1.327 -1.812
H 4.286 -0.852 1.136
```

Properties
spin multiplicity	1
E_HOMO	-0.33197	Eh
Kohn-Sham gap	0.35463	hartree

Least stable = (2)

(1)
The following is a quantum chemistry calculation of a 5-piece molecular cluster, C18H48N2O7 overall, from the OMol25 dataset.

```
75
Properties=species:S:1:pos:R:3
O -1.355 -5.721 8.331
O 2.881 -4.035 10.931
O 1.264 -6.239 5.494
O 0.787 -2.257 3.517
O 4.070 -3.011 16.554
O 0.551 -5.436 15.620
O 5.160 -3.283 7.188
N 1.255 -5.226 8.469
N 3.531 -1.248 5.811
C 1.384 -2.229 4.840
C 5.303 -3.594 16.491
C -0.685 -5.778 9.589
C 3.225 -1.736 7.103
C 2.864 -1.920 4.645
C 0.108 -7.052 5.362
C 6.391 -2.513 16.698
C -0.616 -2.668 3.490
C -1.506 -6.084 14.547
C 2.155 -6.689 6.517
C 2.420 -5.704 7.754
C 6.085 -4.028 7.954
C 2.685 -3.308 13.285
C 4.533 -2.216 7.925
C -0.809 -5.789 15.890
C 2.290 -3.140 11.815
C -1.991 -4.454 8.036
C 0.779 -6.154 9.504
H -1.184 -1.926 4.051
H -2.974 -4.546 8.499
H 5.322 -4.156 15.557
H 4.079 -2.556 8.856
H -1.439 -5.040 16.370
H 3.398 -2.863 4.526
H 2.621 -2.643 7.083
H -0.441 -7.220 6.289
H 6.878 -4.517 7.389
H -1.261 -6.503 10.164
H 3.090 -6.869 5.986
H -0.820 -3.648 3.921
H 0.458 -8.008 4.972
H -2.104 -4.237 6.974
H -1.372 -3.625 8.380
H 3.183 -5.991 8.478
H 1.893 -7.627 7.006
H -0.610 -6.615 4.669
H 2.730 -0.980 7.713
H 3.772 -3.338 13.359
H -0.912 -6.773 13.946
H 3.667 -3.015 17.425
H 1.209 -3.278 11.843
H 6.531 -3.360 8.692
H 7.414 -2.826 16.908
H 4.526 -1.419 5.789
H -0.887 -4.939 10.255
H 2.478 -2.112 11.509
H -0.847 -6.519 16.699
H -2.356 -6.717 14.801
H 5.590 -4.856 8.462
H 5.283 -4.275 17.342
H 3.072 -1.318 3.761
H 0.930 -7.202 9.243
H -0.673 -2.689 2.402
H 2.392 -3.958 10.108
H 2.042 -2.643 13.863
H 1.074 -6.227 15.764
H 2.391 -4.292 13.650
H -1.848 -5.193 14.019
H 0.880 -1.380 5.302
H 6.308 -1.921 17.610
H 2.788 -4.768 7.334
H 0.428 -5.233 7.889
H 1.418 -6.077 10.383
H 5.270 -1.422 8.041
H 1.115 -3.191 5.278
H 6.322 -1.797 15.879
```

Properties
spin multiplicity	1
E_HOMO	-0.30638	Eh
Kohn-Sham gap	0.33006	hartree
SMILES	COCCNCCOC.COCCNCCOC.CCO.CCO.CCO

(2)
The following is a quantum chemistry calculation of a 7-piece molecular cluster, C18H48N2O7 overall, from the OMol25 dataset.

```
75
Properties=species:S:1:pos:R:3
O 2.680 -1.758 -0.673
O -0.057 2.131 -0.539
O -0.006 -0.856 1.302
O 0.350 1.707 3.070
O -4.696 1.900 1.112
O -2.197 2.935 1.115
O 1.852 3.609 0.838
N 4.097 -1.536 -0.745
N -4.537 0.740 0.392
C -3.837 -0.220 2.533
C 4.109 -0.708 -3.210
C 6.922 -0.860 -0.547
C -6.599 1.280 -1.135
C -4.124 1.864 -1.748
C 4.568 -0.505 -1.737
C 4.358 -3.172 1.218
C -4.868 -0.510 -1.649
C -4.748 -0.397 1.351
C 6.439 -1.980 0.302
C 6.146 -0.745 -1.852
C -6.134 -0.426 2.028
C -5.058 0.882 -0.980
C 4.912 -1.875 0.576
C -4.497 -1.633 0.533
C -5.216 -1.769 -0.843
C 4.115 0.941 -1.346
C 4.798 -0.788 1.687
H -6.742 -0.973 1.307
H 2.487 -2.606 -1.081
H 0.322 -0.118 0.788
H -3.432 -1.786 0.360
H 2.550 3.501 0.192
H -0.429 2.905 -0.960
H -3.817 2.287 1.122
H 6.616 -2.888 -0.274
H 7.105 -2.066 1.160
H 0.364 0.837 2.670
H -6.746 1.626 -2.158
H -3.532 -1.118 3.070
H 6.757 0.048 0.032
H 5.111 -3.657 1.839
H -3.041 1.786 -1.845
H -0.680 -1.253 0.750
H -6.924 1.997 -0.382
H 3.053 0.943 -1.098
H -2.857 0.143 2.221
H 6.305 -1.703 -2.347
H -3.800 -0.395 -1.836
H -4.943 -2.651 -1.424
H -4.460 2.187 -2.733
H 4.111 -3.846 0.398
H 3.769 -0.428 1.686
H 0.831 2.392 -0.296
H -6.195 -0.978 2.966
H 1.082 2.170 2.662
H 3.443 -2.983 1.779
H -6.269 -2.012 -0.700
H 5.131 -1.173 2.651
H 3.020 -0.747 -3.190
H -6.506 0.594 2.123
H -4.217 2.838 -1.268
H -2.231 3.541 0.375
H -4.881 -2.527 1.023
H 4.565 -1.589 -3.662
H 1.362 4.374 0.537
H -3.965 0.440 3.390
H 5.266 0.170 1.464
H 4.342 1.656 -2.136
H -7.323 0.491 -0.930
H -5.416 -0.419 -2.587
H 6.539 0.140 -2.353
H 4.364 0.093 -3.904
H 7.986 -0.891 -0.781
H -1.615 2.233 0.824
H 4.768 1.160 -0.501
```

Properties
spin multiplicity	1
E_HOMO	-0.28497	Eh
Kohn-Sham gap	0.27715	hartree
SMILES	CC1(C)CCCC(C)(C)N1O.CC1(C)CCCC(C)(C)N1O.O.O.O.O.O

Least stable = (1)